The following is a DFT calculation (ωB97M-V/def2-TZVPD) of a cluster of 3 separate species, C3H10N2O2 in total at a distorted geometry.

Structure (XYZ):
```
17
Properties=species:S:1:pos:R:3:lowdin_charge:R:1
C -0.518 -0.339 0.170 -0.2439
N -0.984 -1.586 -0.470 0.2839
C -0.419 -1.916 -1.621 -0.1919
N 0.537 -1.397 -2.378 0.3593
O 1.584 1.283 -0.792 -0.1185
C -1.348 -0.155 1.428 -0.0769
H -0.674 0.571 -0.472 0.1599
H 0.533 -0.392 0.459 0.1355
H 1.325 2.464 1.934 0.1153
H -0.847 -2.841 -2.013 0.1334
H 2.314 1.842 -1.186 0.0954
H -1.180 -0.973 2.136 0.0928
H -2.422 -0.133 1.230 0.0910
H -0.987 0.796 1.916 0.0822
H 1.274 1.585 0.188 -0.0412
H 0.996 -0.604 -1.940 0.0626
O 0.816 1.794 1.412 0.0611
```

Computed properties:
- Energy above the lowest of the compared OMol25 structures with the same formula, charge and spin: 173.3 kcal/mol
- 2S+1: 2
- Charge: +1
- E_tot: -379.74455 Eh